25
Properties=species:S:1:pos:R:3 method="wB97M-V/def2-TZVPD" s2=0.76 homo_energy_ev="-9.05 / -9.08" spin_multiplicity=2 energy_ha=-3328.9600 e_lumo_ha="-0.1248 / -0.1257"
Ce 0.00 0.00 0.00
Cl -3.10 -3.46 -1.02
C -1.46 -3.31 -1.51
C -0.78 -2.20 -1.08
C 0.89 -1.92 -1.49
Cl 2.53 -0.43 -1.16
C 1.43 -2.94 -2.31
Cl 3.08 -2.90 -2.86
C 0.60 -4.05 -2.70
Cl 1.32 -5.30 -3.71
C -0.78 -4.23 -2.31
Cl -1.66 -5.64 -2.87
N 0.02 0.05 7.90
C 0.01 0.04 6.74
C 0.01 0.02 5.30
C 0.42 1.16 4.59
C 0.41 1.14 3.19
C 0.00 0.00 2.51
C -0.41 -1.13 3.22
C -0.40 -1.12 4.61
H 0.74 2.05 5.11
H 0.73 2.02 2.63
H -0.73 -2.02 2.67
H -0.72 -2.01 5.15
H -1.02 1.78 -0.73